Entry 1:
{"formula": "C26H61ClIrN3O4Si2", "method": "ωB97M-V/def2-TZVPD", "orbital_gap_ev": [7.01, 6.86], "spin_multiplicity": 1, "e_homo_ha": [-0.3143, -0.3058], "total_charge": 0, "species": ["Ir", "C", "C", "C", "C", "Si", "C", "C", "C", "C", "C", "C", "C", "C", "H", "H", "H", "H", "H", "H", "H", "H", "H", "H", "H", "H", "H", "H", "H", "H", "H", "H", "H", "H", "H", "H", "H", "H", "H", "H", "H", "C", "Si", "C", "C", "C", "C", "C", "C", "C", "C", "H", "H", "H", "H", "H", "H", "H", "H", "H", "H", "H", "H", "H", "H", "H", "H", "H", "H", "H", "H", "H", "C", "N", "C", "C", "N", "N", "C", "C", "H", "H", "H", "H", "H", "H", "H", "H", "H", "H", "H", "H", "H", "O", "Cl", "O", "O", "O"], "coordinates": [[-0.5729, 0.3989, -0.2620], [1.0258, 0.0713, 4.6735], [1.1833, 0.1859, 3.1582], [2.3923, 1.0859, 2.8878], [1.5312, -1.2077, 2.6246], [-0.4602, 0.8905, 2.1978], [-2.1146, -0.0258, 2.9030], [-1.8949, -1.5378, 2.9180], [-2.5094, 0.4140, 4.3057], [-3.2761, 0.2612, 1.9523], [-0.5615, 2.8582, 2.5804], [0.4188, 3.5879, 1.6603], [-0.2709, 3.2553, 4.0282], [-1.9606, 3.3700, 2.2495], [1.9654, -0.2676, 5.1143], [0.2643, -0.6569, 4.9336], [0.7712, 1.0229, 5.1268], [3.3072, 0.5818, 3.2099], [2.3227, 2.0139, 3.4470], [2.4817, 1.3266, 1.8311], [2.5258, -1.5057, 2.9602], [1.5171, -1.2244, 1.5375], [0.8288, -1.9523, 2.9819], [-1.2011, -1.8275, 3.7001], [-1.5098, -1.8728, 1.9599], [-2.8358, -2.0550, 3.1128], [-1.7106, 0.2396, 5.0170], [-3.3802, -0.1525, 4.6370], [-2.7688, 1.4653, 4.3347], [-2.9842, 0.1179, 0.9114], [-3.6249, 1.2823, 2.0500], [-4.1161, -0.3994, 2.1678], [1.4535, 3.3482, 1.8805], [0.2930, 4.6632, 1.7801], [0.2281, 3.3500, 0.6195], [0.7654, 3.0832, 4.3034], [-0.9137, 2.7237, 4.7243], [-0.4672, 4.3218, 4.1427], [-2.3036, 3.0238, 1.2833], [-1.9440, 4.4582, 2.2115], [-2.6836, 3.0763, 3.0049], [-3.2486, -2.0778, -0.8434], [-1.4774, -1.5558, -1.4705], [-0.4361, -3.2952, -1.3299], [0.9167, -3.1624, -2.0169], [-0.1915, -3.5698, 0.1500], [-1.1998, -4.4825, -1.9020], [-1.8077, -1.1557, -3.4215], [-2.5126, -2.2641, -4.1966], [-2.7123, 0.0697, -3.3950], [-0.5030, -0.7861, -4.1202], [-3.7084, -2.8155, -1.4931], [-3.9092, -1.2181, -0.8060], [-3.2003, -2.5002, 0.1546], [1.4216, -2.2640, -1.6692], [0.8077, -3.1043, -3.0947], [1.5406, -4.0276, -1.7900], [0.3029, -2.7264, 0.6202], [0.4427, -4.4475, 0.2653], [-1.1246, -3.7760, 0.6619], [-1.3218, -4.4063, -2.9762], [-2.1805, -4.5722, -1.4446], [-0.6530, -5.4042, -1.6955], [-3.3838, -2.6320, -3.6628], [-1.8517, -3.1024, -4.3977], [-2.8528, -1.8771, -5.1577], [-3.6496, -0.1369, -2.8878], [-2.9407, 0.4087, -4.4052], [-2.2245, 0.8892, -2.8830], [0.0844, -1.6691, -4.3574], [0.0887, -0.1355, -3.4843], [-0.7124, -0.2632, -5.0537], [3.4985, 0.6738, -3.9327], [2.6089, 1.0097, -2.8487], [1.6563, 2.0446, -3.1691], [2.7696, 0.5242, -1.6007], [1.7948, 0.3707, -0.7588], [4.0704, 0.1276, -1.3018], [4.3047, -0.7902, -0.2094], [5.1231, 1.1178, -1.4372], [2.8941, 0.3609, -4.7869], [4.1588, -0.1438, -3.6566], [4.0934, 1.5337, -4.2558], [2.1750, 3.0063, -3.2626], [0.9094, 2.1301, -2.3873], [1.1723, 1.8250, -4.1199], [2.1420, 0.1076, 0.1590], [3.5830, -1.6025, -0.2503], [4.2538, -0.3072, 0.7712], [5.3067, -1.1992, -0.3284], [4.8139, 1.9184, -2.1008], [6.0263, 0.6518, -1.8366], [5.3571, 1.5581, -0.4610], [-2.2898, 3.1872, -2.7744], [-1.9699, 3.0978, -1.4075], [-2.6825, 2.0143, -0.7858], [-2.2132, 4.3109, -0.7463], [-0.5697, 2.7439, -1.2718]], "forces_ev_per_angstrom": [[1.29, 1.39, -1.42], [-0.30, 0.08, -0.18], [-0.33, -0.02, -0.77], [-0.23, 0.03, -0.01], [-0.15, 0.18, -0.02], [-0.63, -0.81, 1.47], [0.69, 0.23, -0.46], [0.17, 0.22, -0.08], [0.17, 0.12, -0.08], [0.20, 0.22, -0.03], [0.05, -0.53, -0.71], [0.05, -0.11, -0.04], [0.11, -0.49, -0.08], [-0.05, -0.19, -0.06], [0.15, -0.04, 0.00], [-0.12, -0.09, 0.13], [-0.06, 0.10, 0.16], [0.07, -0.06, 0.02], [0.05, 0.18, -0.06], [0.17, 0.13, -0.15], [0.15, -0.03, 0.07], [0.04, -0.16, -0.19], [-0.12, -0.18, -0.09], [0.18, -0.14, 0.11], [0.07, -0.21, -0.14], [-0.15, -0.02, 0.01], [0.11, -0.02, 0.24], [-0.16, -0.10, 0.03], [-0.09, 0.21, 0.09], [-0.09, -0.11, -0.16], [-0.09, 0.18, -0.08], [-0.10, -0.15, 0.02], [0.19, -0.01, 0.06], [-0.01, 0.21, 0.02], [0.04, 0.11, -0.10], [0.11, -0.01, 0.11], [-0.04, -0.03, 0.19], [-0.04, 0.14, -0.06], [-0.16, -0.01, -0.03], [0.00, 0.18, 0.02], [-0.13, -0.05, 0.08], [0.88, 0.63, -0.04], [-0.71, -2.40, 0.12], [-0.27, 1.17, 0.20], [-0.20, 0.06, 0.02], [-0.06, 0.13, -0.22], [-0.05, 0.25, -0.04], [0.37, 0.48, 0.93], [0.20, -0.16, 0.44], [0.14, -0.03, 0.07], [-0.10, -0.10, 0.08], [0.09, -0.12, -0.22], [-0.15, 0.18, 0.05], [0.04, -0.05, 0.24], [0.25, 0.15, -0.01], [0.08, 0.02, -0.18], [0.14, -0.14, 0.03], [0.05, 0.11, 0.22], [0.16, -0.20, 0.03], [-0.20, 0.03, 0.25], [-0.07, -0.07, -0.14], [-0.18, -0.09, 0.02], [0.11, -0.12, 0.04], [-0.17, -0.10, -0.01], [0.03, -0.11, -0.05], [-0.01, 0.15, -0.11], [-0.19, 0.04, 0.09], [-0.03, 0.02, -0.20], [-0.06, 0.14, -0.02], [0.13, -0.03, -0.02], [0.27, 0.20, -0.01], [-0.01, 0.10, -0.17], [0.16, -0.15, -0.26], [0.08, 0.06, -0.08], [-0.22, 0.21, 0.21], [0.43, -0.36, -0.18], [-1.64, -0.29, 1.20], [-0.39, 0.06, 0.08], [-0.11, -0.08, -0.06], [0.14, 0.08, -0.04], [0.00, -0.01, -0.02], [-0.02, 0.05, -0.01], [0.05, 0.01, 0.05], [-0.04, -0.01, -0.04], [0.08, 0.00, -0.22], [-0.09, -0.02, 0.01], [0.09, 0.09, -0.25], [-0.01, -0.09, 0.05], [-0.03, 0.05, 0.12], [0.01, -0.08, 0.03], [0.02, 0.03, -0.04], [0.02, 0.06, 0.01], [0.02, 0.00, -0.03], [-0.38, 0.06, -1.21], [0.38, 0.20, -0.30], [-0.81, -1.31, 0.78], [-0.36, 1.13, 0.71], [1.13, -0.18, 0.23]]}

---

Entry 2:
{"formula": "C2Br4S2", "method": "ωB97M-V/def2-TZVPD", "s2": 2.007, "orbital_gap_ev": [6.19, 6.29], "spin_multiplicity": 3, "e_homo_ha": [-0.2689, -0.3528], "relative_energy_kcal_mol": 0.9, "total_charge": 0, "species": ["C", "C", "S", "S", "Br", "Br", "Br", "Br"], "coordinates": [[2.4313, 0.6708, 0.0307], [-2.2500, -0.6964, 0.0864], [0.9425, 1.0429, 0.4948], [-2.4938, -0.8254, -1.4952], [3.0353, -1.1029, -0.2545], [3.7826, 1.9589, -0.2891], [-1.6785, -2.1319, 1.1851], [-2.4800, 0.9042, 1.0724]], "forces_ev_per_angstrom": [[3.52, -0.90, -1.10], [-0.08, -0.14, -0.76], [-2.31, 0.59, 0.73], [0.13, 0.10, 0.84], [-0.55, 0.26, 0.18], [-0.57, 0.03, 0.17], [-0.01, 0.14, -0.05], [-0.11, -0.08, -0.01]]}

---

Taking the records one at a time from the top gives M values of 763.63; 407.77 g/mol.